Density functional theory data (ωB97M-V with the def2-TZVPD basis set) for a single C3H7N3OS molecule at a distorted geometry.

Geometry as XYZ:
```
15
Properties=species:S:1:pos:R:3:forces:R:3
C 1.145 -0.302 0.893 -0.6 0.8 0.1
C -0.469 0.169 -1.044 0.3 0.0 0.2
C -1.558 0.911 -0.294 0.1 -0.1 0.0
H 2.689 -0.983 2.003 0.0 0.1 0.2
H 2.655 -1.652 0.410 -0.2 0.3 0.3
H 1.151 -1.015 -1.013 -0.3 0.3 0.2
H -1.291 0.319 -2.739 0.0 0.1 0.0
H -1.184 1.868 0.110 0.0 -0.5 0.0
H -2.300 1.145 -1.046 -0.3 0.1 -0.2
H -1.644 0.232 1.478 -0.1 -0.2 0.1
N 2.243 -1.041 1.110 0.3 -0.5 -0.5
N 0.629 -0.420 -0.366 0.3 -0.4 0.0
N -0.450 -0.035 -2.294 0.0 -0.1 0.0
O -2.176 0.094 0.676 0.3 0.4 0.1
S 0.561 0.710 2.117 0.2 -0.4 -0.4
```
Forces are in eV/Å.

The molecular weight comes out at 133.2 g mol⁻¹. The net charge is 0. As for the energy above the lowest of the compared OMol25 structures with the same formula, charge and spin: 42.3 kJ/mol.


Density functional theory data (ωB97M-V with the def2-TZVPD basis set) for a molecular structure, C3H7N3OS at a distorted geometry.

Geometry as XYZ:
```
15
Properties=species:S:1:pos:R:3:forces:R:3
C 0.770 0.583 -0.487 -1.1 -3.5 2.1
C 1.668 -0.738 -0.647 1.3 3.1 -1.0
C -0.400 -0.329 -0.017 -1.5 0.6 -2.1
H -0.135 1.782 0.981 2.1 -0.4 -1.2
H 0.922 0.731 1.493 0.7 1.0 -0.9
H 0.593 1.105 -1.389 -0.2 0.6 -0.8
H 2.820 -0.504 -0.588 -2.3 -0.9 -0.2
H 1.276 -1.168 -1.629 1.0 0.4 0.9
H -1.661 1.357 -0.540 0.6 -4.1 1.3
H -2.969 -1.117 1.509 -0.8 1.7 -3.5
N 0.857 1.433 0.702 -0.7 0.0 2.3
N -0.196 -1.497 0.481 1.3 1.6 -0.6
N -1.598 0.265 -0.191 -3.3 3.6 -1.4
O 1.275 -1.494 0.416 0.3 -2.1 1.3
S -3.222 -0.409 -0.093 2.4 -1.5 3.9
```
Forces are in eV/Å.

The molecular weight comes out at 133.2 g mol⁻¹. The net charge is 0. As for the energy above the lowest of the compared OMol25 structures with the same formula, charge and spin: 580.6 kJ/mol.


Density functional theory data (ωB97M-V with the def2-TZVPD basis set) for a single C3H7N3OS molecule at a distorted geometry.

Geometry as XYZ:
```
15
Properties=species:S:1:pos:R:3:forces:R:3
C -1.359 1.364 0.422 -0.6 0.8 0.2
C -0.652 -1.646 0.347 0.3 -0.4 0.3
C 1.277 -0.165 -0.354 0.6 -0.3 0.2
H -0.508 1.958 0.802 -0.2 -0.4 -0.2
H -2.083 2.064 -0.058 0.5 -0.6 0.4
H -1.852 0.829 1.254 0.2 0.2 -0.4
H -1.721 -1.553 0.195 -0.1 0.0 0.0
H 0.887 -2.613 0.955 -0.9 0.1 -0.1
H 0.693 1.361 -1.545 0.2 0.1 0.0
H 2.435 1.188 -1.316 -0.7 -0.2 0.2
N -0.038 -0.452 -0.102 0.1 0.1 -0.1
N -0.151 -2.676 0.869 0.7 0.3 -0.1
N 1.475 0.984 -1.029 0.3 0.2 -0.3
O -0.963 0.459 -0.610 0.0 0.0 0.1
S 2.561 -1.101 0.170 -0.3 0.1 -0.1
```
Forces are in eV/Å.

The molecular weight comes out at 133.2 g mol⁻¹. The net charge is 0. As for the energy above the lowest of the compared OMol25 structures with the same formula, charge and spin: 238.5 kJ/mol.


Density functional theory data (ωB97M-V with the def2-TZVPD basis set) for a single C3H7N3S molecule at a distorted geometry.

Geometry as XYZ:
```
14
Properties=species:S:1:pos:R:3:forces:R:3
C 1.189 -0.994 1.204 3.5 -0.8 0.3
C 0.201 -0.032 0.602 -1.1 -1.7 2.0
C -1.241 0.150 -1.227 1.8 -1.4 -1.2
H 0.950 -2.000 0.637 1.0 1.7 2.0
H 2.504 -0.853 1.130 -4.2 0.0 -0.4
H 1.063 -0.959 2.307 -0.1 -0.6 -0.7
H -1.190 1.209 0.633 -0.1 0.0 0.8
H -0.410 -1.837 -0.535 0.7 5.1 -0.5
H -2.089 -0.384 -1.560 -1.0 -0.8 -0.2
H 0.886 1.602 -0.912 0.5 0.8 0.0
N -0.506 0.823 1.298 2.1 -1.2 -2.3
N -0.167 -0.636 -0.662 -2.4 -1.2 0.3
N -1.218 1.336 -1.638 0.2 2.6 0.4
S 0.029 2.576 -1.277 -1.0 -2.6 -0.6
```
Forces are in eV/Å.

The molecular weight comes out at 117.2 g mol⁻¹. The net charge is 0. As for the energy above the lowest of the compared OMol25 structures with the same formula, charge and spin: 399.8 kJ/mol.


Density functional theory data (ωB97M-V with the def2-TZVPD basis set) for a single C3H7N3S molecule at a distorted geometry.

Geometry as XYZ:
```
14
Properties=species:S:1:pos:R:3:forces:R:3
C 1.877 0.567 0.085 0.0 -1.2 0.0
C 0.657 -0.060 0.986 2.1 2.4 2.1
C -0.853 -0.955 -0.648 -2.8 1.1 -2.4
N 1.639 1.774 -0.238 -0.9 -1.0 0.8
N -0.915 1.302 0.010 -0.1 -1.3 -0.1
N -0.456 0.152 0.224 -0.8 0.7 -1.3
S 3.103 -0.553 -0.217 -0.1 0.1 0.1
H 0.807 -1.036 1.391 0.1 -0.6 -0.3
H 0.736 0.734 1.771 -0.4 -0.9 -0.2
H -1.167 -1.774 0.026 0.6 0.1 -0.8
H -1.819 -0.480 -1.141 1.8 -1.4 0.8
H -0.151 -1.191 -1.550 -0.7 0.4 2.3
H 2.351 1.968 -0.887 1.0 1.2 -1.1
H -0.509 1.918 0.706 0.3 0.4 0.1
```
Forces are in eV/Å.

The molecular weight comes out at 117.2 g mol⁻¹. The net charge is 0. As for the energy above the lowest of the compared OMol25 structures with the same formula, charge and spin: 399.2 kJ/mol.


Density functional theory data (ωB97M-V with the def2-TZVPD basis set) for a single C3H7N3S molecule at a distorted geometry.

Geometry as XYZ:
```
14
Properties=species:S:1:pos:R:3:forces:R:3
C -1.078 -1.293 -0.701 -1.2 2.2 -3.8
C 0.732 0.107 0.818 -3.9 -1.0 1.1
C 1.745 0.859 0.191 4.7 -1.8 -0.5
N -0.066 -1.948 0.043 1.5 -0.8 2.3
N 0.650 -1.241 0.767 0.3 -1.8 -1.3
N -1.071 0.104 -0.535 2.3 1.7 0.8
S -2.358 0.829 0.217 -1.1 0.2 0.8
H -0.780 -1.476 -1.839 -0.4 -0.1 2.1
H -2.115 -1.676 -0.629 0.7 -0.6 0.6
H 0.506 0.412 1.866 -0.4 0.2 -0.8
H 2.707 0.965 0.809 -1.1 -0.9 -0.2
H 1.588 1.850 0.161 -1.6 3.6 -0.6
H 2.135 0.476 -0.751 -0.5 0.0 -0.2
H -2.595 2.033 -0.418 0.6 -0.9 -0.2
```
Forces are in eV/Å.

The molecular weight comes out at 117.2 g mol⁻¹. The net charge is 0. As for the energy above the lowest of the compared OMol25 structures with the same formula, charge and spin: 538.3 kJ/mol.


Density functional theory data (ωB97M-V with the def2-TZVPD basis set) for a single C3H7N3S molecule at a distorted geometry.

Geometry as XYZ:
```
14
Properties=species:S:1:pos:R:3:forces:R:3
C 0.564 -0.651 -1.345 -0.2 -1.5 -0.2
C -0.613 -1.066 0.801 -0.7 -1.5 0.7
C 0.686 0.844 1.272 1.0 -1.8 0.4
H 0.702 -1.274 -2.250 0.1 0.8 0.3
H 0.020 0.258 -1.514 0.1 0.6 -0.5
H 1.509 -0.487 -0.861 0.5 0.4 -0.2
H -0.862 -2.154 -0.828 0.2 0.2 -0.2
H -1.410 -1.740 1.197 0.6 0.4 -0.3
H 1.731 0.603 1.527 -0.3 0.5 0.0
H -1.083 3.286 -0.252 -0.1 0.1 0.0
N -0.212 -1.485 -0.444 -0.7 0.4 1.1
N -0.205 -0.182 1.629 0.0 0.8 -0.9
N 0.424 1.947 0.724 -0.6 0.4 -0.1
S -1.248 2.101 0.343 0.1 0.2 -0.1
```
Forces are in eV/Å.

The molecular weight comes out at 117.2 g mol⁻¹. The net charge is 0. As for the energy above the lowest of the compared OMol25 structures with the same formula, charge and spin: 163.4 kJ/mol.


Density functional theory data (ωB97M-V with the def2-TZVPD basis set) for a gas-phase ion, C3H7N3S (charge +2) at a distorted geometry.

Geometry as XYZ:
```
14
Properties=species:S:1:pos:R:3:forces:R:3
C 0.998 -0.856 0.526 -0.4 2.9 -3.5
C -0.873 -0.244 -0.657 1.1 1.9 1.8
C 0.967 1.518 -0.033 2.8 1.6 1.2
N 0.268 -1.958 0.297 -2.8 -1.9 -0.4
N -0.779 -1.639 -0.345 0.9 0.5 -0.3
N 0.518 0.233 -0.105 -2.7 -7.1 1.8
S -2.293 0.438 0.471 0.6 -0.2 -1.5
H 2.005 -1.000 0.744 1.7 0.2 1.5
H -1.009 0.108 -1.692 -0.2 -0.5 0.1
H 0.072 2.050 -0.130 -1.0 2.0 0.0
H 1.570 1.692 0.962 -1.2 -0.1 -2.1
H 1.593 1.630 -0.929 0.2 0.7 0.1
H -1.539 -2.303 -0.629 0.7 0.0 0.4
H -1.498 0.330 1.519 0.2 -0.1 0.8
```
Forces are in eV/Å.

The molecular weight comes out at 117.2 g mol⁻¹. The net charge is +2. As for the energy above the lowest of the compared OMol25 structures with the same formula, charge and spin: 506.8 kJ/mol.


Density functional theory data (ωB97M-V with the def2-TZVPD basis set) for a gas-phase ion, C3H7N4 (charge +1) at a distorted geometry.

Geometry as XYZ:
```
14
Properties=species:S:1:pos:R:3:forces:R:3
C 0.841 0.258 -0.270 2.7 2.9 0.7
C -0.228 1.207 -0.992 1.8 -0.7 0.2
C -0.613 -1.460 -0.527 1.3 -2.4 0.9
N 0.668 -0.974 -0.694 0.1 0.4 -1.3
N -1.332 0.645 -0.766 -0.4 0.9 -1.0
N -1.592 -0.463 -0.350 -3.1 0.1 1.1
N 0.564 0.548 1.291 -2.4 1.7 -0.2
H 1.901 0.661 -0.260 -1.2 -0.6 -0.8
H 0.002 2.024 -1.671 -0.3 -0.3 0.0
H -0.874 -2.243 -1.256 -0.1 0.2 0.2
H -0.639 -1.941 0.506 -0.4 0.1 -0.9
H -0.434 0.600 1.535 -0.2 0.7 -0.5
H 1.008 1.398 1.665 0.1 -0.6 -0.1
H 0.727 -0.260 1.787 1.9 -2.3 1.8
```
Forces are in eV/Å.

The molecular weight comes out at 99.1 g mol⁻¹. The net charge is +1. As for the energy above the lowest of the compared OMol25 structures with the same formula, charge and spin: 517.7 kJ/mol.


Calculated total energy, -756.21820 -756.01316 -756.14349 -680.82997 -680.83021 -680.77720 -680.92002 -680.12329 -337.10707 Ha (same order as the records).